# C24H16Br2Cl5NO3ReS

C24H16Br2Cl5NO3ReS as an isolated structure (ωB97M-V with the def2-TZVPD basis set, the Open Molecules 2025 dataset).

molecular weight	921.7	g mol⁻¹
frontier orbital gap (spin up / spin down)	4.55 / 5.78	eV
energy above the lowest of the compared OMol25 structures with the same formula, charge and spin	116.2	kJ/mol
⟨S²⟩	1.16

Geometry as ORCA input:
```
! RIJCOSX wB97M-V def2-TZVPD def2/J DEFGRID3
* xyz 2 2
Re -0.508 -0.522 0.786
Cl -3.623 1.715 6.742
C -3.136 1.455 5.133
C -1.945 0.769 4.877
Cl -0.942 0.209 6.139
C -1.598 0.557 3.558
Cl -0.197 -0.362 3.096
C -2.341 1.011 2.471
O -1.913 0.768 1.229
C -3.525 1.702 2.740
Cl -4.461 2.258 1.430
C -3.918 1.920 4.063
Cl -5.365 2.760 4.386
C -1.838 -3.504 0.677
C -0.354 -3.576 0.516
C 0.312 -4.793 0.335
C 1.678 -4.840 0.170
C 2.418 -3.644 0.172
C 3.822 -3.519 -0.005
Br 4.887 -5.045 -0.246
C 4.418 -2.277 -0.030
C 3.666 -1.108 0.108
Br 4.489 0.570 0.065
C 2.280 -1.179 0.277
O 1.469 -0.142 0.358
C 1.690 -2.457 0.331
N 0.338 -2.422 0.514
H -2.291 -4.489 0.595
H -2.265 -2.864 -0.102
H -2.111 -3.084 1.646
H -0.268 -5.704 0.323
H 2.184 -5.786 0.030
H 5.486 -2.197 -0.174
C 1.136 5.561 -2.301
C 0.830 4.096 -2.305
C 1.796 3.176 -2.714
C 1.523 1.821 -2.753
C 0.259 1.382 -2.391
C -0.719 2.270 -1.956
C -0.427 3.619 -1.918
S -0.082 -0.362 -2.428
C -1.245 -0.439 -3.794
O -1.046 -0.592 -1.215
H 2.198 5.741 -2.448
H 0.821 6.036 -1.372
H 0.597 6.055 -3.112
H 2.779 3.529 -2.998
H 2.281 1.113 -3.068
H -1.690 1.903 -1.645
H -1.187 4.318 -1.592
H -2.006 0.333 -3.710
H -1.696 -1.431 -3.785
H -0.660 -0.310 -4.705
*
```